# 1
ORCA calculation (ωB97M-V/def2-TZVPD) on 7 unconnected molecules or ions with the total composition C50H44O25P at a distorted geometry.

Geometry as ORCA input:
```
! RIJCOSX wB97M-V def2-TZVPD def2/J DEFGRID3
* xyz 1 1
C -0.950 -4.671 0.347
C -0.843 -3.544 -0.013
C -0.870 -2.184 -0.499
P -1.173 -2.191 -2.278
C -2.961 -2.268 -2.725
O -3.685 -2.425 -1.534
C -4.941 -1.785 -1.578
C -6.024 -2.553 -1.970
C -7.277 -1.963 -2.041
C -8.459 -2.790 -2.497
C -7.407 -0.635 -1.693
C -6.325 0.124 -1.305
C -5.065 -0.449 -1.248
C -3.855 0.372 -0.869
C -3.670 1.458 -1.981
C -4.003 1.083 0.494
H -1.047 -5.696 0.612
H -1.619 -1.623 0.055
H 0.096 -1.702 -0.326
H -0.637 -1.057 -2.899
H -0.537 -3.322 -2.794
H -3.111 -3.130 -3.375
H -3.232 -1.365 -3.271
H -5.856 -3.597 -2.196
H -9.081 -3.072 -1.655
H -9.009 -2.188 -3.216
H -8.097 -3.659 -3.039
H -8.372 -0.152 -1.746
H -6.479 1.166 -1.069
H -2.942 -0.209 -0.879
H -2.667 1.872 -1.992
H -4.420 2.223 -1.814
H -3.924 1.001 -2.937
H -4.135 2.150 0.362
H -3.060 0.985 1.034
H -4.767 0.651 1.131
C 4.094 -0.278 0.628
C 4.598 0.410 1.668
C 3.806 1.487 2.364
O 4.317 2.057 3.302
C 2.469 1.786 1.862
C 1.981 1.101 0.827
C 2.761 0.014 0.151
O 2.229 -0.582 -0.780
O 0.764 1.335 0.315
O 5.808 0.191 2.150
H 4.652 -1.054 0.123
H 1.911 2.571 2.351
H 0.675 0.716 -0.430
H 5.923 0.810 2.899
C -7.039 -6.428 -6.434
C -6.302 -6.718 -7.517
C -5.089 -5.910 -7.886
O -4.454 -6.237 -8.867
C -4.739 -4.769 -7.046
C -5.480 -4.483 -5.973
C -6.675 -5.309 -5.588
O -7.287 -4.999 -4.580
O -5.217 -3.448 -5.167
O -6.584 -7.726 -8.327
H -7.911 -7.004 -6.157
H -3.877 -4.183 -7.332
H -5.910 -3.458 -4.477
H -5.901 -7.721 -9.026
C 1.257 5.416 -2.373
C 1.010 4.928 -1.153
C 1.978 5.111 -0.018
O 1.670 4.656 1.073
C 3.218 5.810 -0.272
C 3.471 6.300 -1.493
C 2.495 6.144 -2.625
O 2.782 6.627 -3.701
O 4.588 6.955 -1.786
O -0.098 4.250 -0.854
H 0.569 5.294 -3.198
H 3.909 5.919 0.548
H 4.520 7.204 -2.728
H -0.021 4.014 0.090
C 3.148 10.023 1.207
C 2.410 9.071 1.789
C 1.247 9.399 2.681
O 0.616 8.471 3.154
C 0.943 10.796 2.931
C 1.682 11.754 2.353
C 2.830 11.425 1.439
O 3.443 12.345 0.937
O 1.458 13.047 2.541
O 2.645 7.770 1.621
H 3.985 9.797 0.561
H 0.114 11.021 3.588
H 2.128 13.520 2.011
H 1.967 7.306 2.152
C 1.575 -5.400 2.619
C 2.879 -5.153 2.423
C 3.946 -5.988 3.085
O 5.108 -5.732 2.846
C 3.523 -7.063 3.972
C 2.219 -7.303 4.163
C 1.157 -6.488 3.481
O -0.010 -6.773 3.683
O 1.773 -8.269 4.958
O 3.296 -4.170 1.634
H 0.805 -4.808 2.149
H 4.295 -7.647 4.453
H 0.799 -8.230 4.918
H 4.275 -4.181 1.665
C 6.959 -3.043 4.702
C 7.488 -2.509 5.814
C 7.069 -1.155 6.321
O 7.577 -0.745 7.344
C 6.079 -0.407 5.556
C 5.558 -0.943 4.448
C 5.960 -2.304 3.959
O 5.419 -2.720 2.948
O 4.649 -0.324 3.694
O 8.405 -3.128 6.541
H 7.247 -4.015 4.328
H 5.795 0.571 5.919
H 4.453 -0.944 2.964
H 8.614 -2.532 7.285
*
```

## Properties
E_tot, eV: -113025.8265

---

# 2
ORCA calculation (ωB97M-V/def2-TZVPD) on a molecular structure, C39H34ClFN8O4SeV at a distorted geometry.

Geometry as ORCA input:
```
! RIJCOSX wB97M-V def2-TZVPD def2/J DEFGRID3
* xyz -1 3
V 0.151 0.910 -0.346
C -3.313 2.344 1.720
C -4.026 2.867 0.667
C -3.616 2.602 -0.635
C -2.501 1.826 -0.829
N -1.781 1.339 0.199
C -2.180 1.590 1.447
C -1.988 1.451 -2.191
C -2.745 1.584 -3.341
C -2.214 1.162 -4.547
C -0.953 0.597 -4.569
C -0.270 0.475 -3.372
N -0.772 0.904 -2.218
H -3.590 2.523 2.749
H -4.894 3.489 0.846
H -4.136 3.035 -1.478
H -1.558 1.199 2.239
H -3.736 2.009 -3.288
H -2.788 1.263 -5.460
H -0.495 0.256 -5.487
H 0.709 0.018 -3.320
C 6.413 -0.175 -3.259
C 6.195 -1.392 -2.399
C 7.086 -2.458 -2.422
C 6.898 -3.586 -1.633
C 5.805 -3.643 -0.784
C 4.906 -2.586 -0.734
C 5.083 -1.472 -1.553
N 4.205 -0.362 -1.513
C 2.836 -0.352 -1.308
N 2.230 -1.538 -1.535
C 0.900 -1.998 -1.221
C -0.053 -1.160 -0.661
C -1.260 -1.788 -0.299
C -1.500 -3.135 -0.515
C -0.535 -3.908 -1.140
C 0.686 -3.357 -1.498
C 1.754 -4.215 -2.134
N 2.202 0.752 -1.010
C 3.077 1.877 -0.781
C 3.634 2.080 0.470
C 4.456 3.175 0.700
C 4.740 4.052 -0.337
C 4.196 3.827 -1.595
C 3.355 2.745 -1.836
C 2.715 2.536 -3.180
H 7.277 -0.316 -3.907
H 6.594 0.724 -2.662
H 5.541 0.029 -3.885
H 7.945 -2.401 -3.081
H 7.606 -4.403 -1.672
H 5.652 -4.500 -0.140
H 4.082 -2.614 -0.031
H 4.620 0.553 -1.583
H 2.854 -2.258 -1.849
H -2.033 -1.221 0.205
H -2.429 -3.580 -0.181
H -0.714 -4.961 -1.333
H 1.334 -5.176 -2.432
H 2.579 -4.427 -1.444
H 2.183 -3.759 -3.034
H 3.402 1.389 1.270
H 4.857 3.344 1.691
H 5.370 4.916 -0.167
H 4.407 4.515 -2.407
H 2.977 3.344 -3.862
H 1.629 2.519 -3.067
H 3.022 1.589 -3.635
F 1.495 -2.384 7.065
C 1.168 -2.666 5.791
C 1.553 -1.880 4.794
N 1.263 -2.180 3.479
C 1.572 -1.259 2.402
C 0.983 0.120 2.554
O 0.880 0.691 3.613
O 0.699 0.680 1.393
C 0.566 -3.334 3.135
O 0.412 -3.689 1.988
N 0.148 -4.093 4.212
C 0.364 -3.857 5.562
O -0.055 -4.592 6.429
H 2.098 -0.966 4.973
H 1.216 -1.725 1.489
H 2.657 -1.111 2.327
H -0.514 -4.830 3.983
Cl 0.217 3.339 -0.759
Se -2.408 -1.741 3.232
C -2.722 -3.550 3.314
N -2.853 -4.705 3.363
*
```

## Properties
ΔE to the lowest compared entry with this formula, charge and spin, kcal per mole: 12.7
E_tot, eV: -167387.6212
Expectation value of S²: 2.02